Entry 1:
{"formula": "C28H64Br2CoN10O2PS2", "method": "ωB97M-V with the def2-TZVPD basis set", "symbols": ["Co", "C", "N", "C", "C", "N", "C", "C", "N", "C", "C", "N", "C", "N", "C", "C", "N", "C", "C", "C", "C", "N", "C", "N", "C", "C", "N", "C", "C", "N", "C", "C", "H", "H", "H", "H", "H", "H", "H", "H", "H", "H", "H", "H", "H", "H", "H", "H", "H", "H", "H", "H", "H", "H", "H", "H", "H", "H", "H", "H", "H", "H", "H", "H", "H", "H", "H", "H", "H", "H", "H", "H", "H", "H", "H", "H", "H", "H", "H", "H", "Br", "C", "Br", "H", "H", "C", "C", "C", "O", "P", "S", "S", "O", "C", "C", "C", "H", "H", "H", "H", "H", "H", "H", "H", "H", "H", "H", "H", "H", "H"], "positions_angstrom": [[-0.4094, 0.1569, -0.4538], [-0.3147, 5.9817, -0.0634], [-0.4865, 4.6533, -0.6187], [-0.3864, 4.5319, -2.0555], [-0.6673, 3.5316, 0.1594], [-0.0493, 2.4070, -0.0990], [1.2760, 2.5352, -0.6881], [2.1380, 1.4260, -0.1147], [1.6745, 0.1177, -0.6110], [2.1601, -1.0051, 0.2332], [1.6440, -2.3619, -0.2147], [0.1821, -2.3638, -0.2437], [-0.4060, -3.5114, -0.3432], [-1.6850, -3.6609, 0.1813], [-1.8560, -3.5405, 1.6275], [-2.6482, -4.5335, -0.4688], [0.1455, -4.6475, -0.8945], [-0.0537, -5.9490, -0.2735], [0.9435, -4.6544, -2.1055], [2.0863, -0.0346, -2.0308], [0.9313, -0.4810, -2.8946], [-0.2522, 0.3422, -2.6386], [-0.7565, 1.0117, -3.6396], [-0.0439, 1.4254, -4.7375], [-0.6128, 1.3412, -6.0741], [1.3003, 1.9660, -4.6860], [-2.1050, 1.3167, -3.6691], [-2.5627, 2.5649, -4.2572], [-3.0752, 0.2326, -3.7580], [-1.5266, 3.6554, 1.2006], [-1.2767, 3.0078, 2.4832], [-2.6174, 4.6135, 1.2126], [0.6400, 6.3987, -0.3949], [-1.1094, 6.6640, -0.3776], [-0.3019, 5.9347, 1.0224], [-1.0450, 5.2644, -2.5302], [0.6320, 4.7041, -2.4242], [-0.7066, 3.5327, -2.3458], [1.2467, 2.4469, -1.7780], [1.7371, 3.4982, -0.4541], [3.1942, 1.5799, -0.3680], [2.0314, 1.4341, 0.9663], [3.2578, -1.0108, 0.2217], [1.8311, -0.8276, 1.2502], [2.1028, -2.6249, -1.1687], [2.0020, -3.1006, 0.5082], [-1.0714, -2.9118, 2.0468], [-2.8210, -3.0945, 1.8649], [-1.8218, -4.5316, 2.0994], [-2.3680, -4.7047, -1.5064], [-2.7415, -5.5018, 0.0350], [-3.6311, -4.0569, -0.4505], [-0.5676, -5.8401, 0.6775], [-0.6309, -6.6200, -0.9149], [0.9145, -6.4148, -0.0790], [0.7214, -3.7792, -2.7132], [2.0198, -4.6957, -1.9154], [0.6746, -5.5376, -2.6870], [2.4536, 0.9251, -2.3744], [2.9162, -0.7385, -2.1220], [1.2281, -0.5069, -3.9442], [0.6610, -1.4884, -2.6062], [-1.6142, 0.9230, -6.0400], [-0.6534, 2.3246, -6.5486], [0.0038, 0.6882, -6.6970], [1.5607, 2.2202, -3.6664], [2.0504, 1.2801, -5.0903], [1.3320, 2.8823, -5.2799], [-1.7403, 3.2701, -4.3444], [-3.0019, 2.4169, -5.2497], [-3.3302, 3.0028, -3.6163], [-2.6105, -0.7060, -3.4681], [-3.9352, 0.4147, -3.1145], [-3.4387, 0.1444, -4.7910], [-2.1218, 2.3958, 2.7999], [-0.4125, 2.3625, 2.4072], [-1.1063, 3.7693, 3.2520], [-2.8354, 4.9632, 0.2071], [-3.5107, 4.1237, 1.6042], [-2.3974, 5.4709, 1.8551], [-4.0416, 2.5472, -0.7986], [-3.7633, 0.9977, 0.3056], [-2.9055, -0.4656, -0.6336], [-4.7306, 0.6410, 0.6291], [-3.1103, 1.2432, 1.1361], [1.7958, -3.8159, 3.6518], [0.5944, -3.2641, 4.3975], [0.9429, -2.7774, 5.7903], [-0.0318, -2.2692, 3.5348], [0.0798, -0.6809, 3.5524], [-0.7735, 0.2552, 5.0215], [-0.8608, -0.2164, 1.8077], [1.6874, -0.5685, 3.5141], [2.4776, 0.5601, 3.9723], [3.8480, 0.4034, 3.3374], [2.6148, 0.5722, 5.4818], [2.2939, -4.5802, 4.2513], [2.5038, -3.0097, 3.4481], [1.4877, -4.2611, 2.7030], [-0.1709, -4.0352, 4.4754], [1.7606, -2.0549, 5.7613], [1.2596, -3.6340, 6.3887], [0.0866, -2.3096, 6.2725], [1.9918, 1.4804, 3.6326], [4.2643, -0.5680, 3.6132], [4.5145, 1.1811, 3.7138], [3.8212, 0.4652, 2.2552], [3.1808, -0.3017, 5.8123], [1.6435, 0.5794, 5.9695], [3.1627, 1.4676, 5.7818]], "forces_ev_per_angstrom": [[0.36, -0.24, -0.26], [-0.02, 0.01, 0.00], [-0.06, -0.07, 0.04], [0.10, 0.01, 0.03], [-0.09, 0.02, -0.19], [-0.13, -0.16, -0.18], [-0.09, -0.06, 0.13], [0.11, -0.01, 0.03], [-0.34, -0.24, 0.06], [0.15, 0.09, -0.10], [-0.28, 0.12, -0.15], [0.28, 0.23, -0.46], [-0.31, -0.25, 0.23], [0.04, -0.13, -0.13], [0.10, 0.27, -0.28], [0.09, 0.10, 0.08], [0.05, -0.05, 0.02], [0.02, 0.05, -0.08], [-0.04, 0.05, 0.15], [0.08, -0.10, 0.12], [-0.02, 0.21, 0.02], [0.06, -0.15, 0.29], [-0.25, -0.02, -0.15], [0.00, 0.06, 0.07], [0.04, 0.01, 0.01], [-0.04, -0.10, -0.06], [0.11, -0.02, 0.00], [-0.08, -0.05, 0.00], [-0.03, 0.04, -0.03], [-0.02, 0.02, 0.20], [0.01, 0.14, 0.03], [0.10, 0.11, 0.11], [0.01, 0.00, -0.01], [-0.02, -0.01, 0.01], [0.00, -0.02, -0.01], [-0.01, 0.00, 0.00], [-0.01, 0.00, 0.01], [0.00, 0.01, 0.00], [0.02, 0.07, 0.05], [0.02, 0.06, 0.01], [0.02, -0.07, 0.03], [0.00, -0.03, 0.17], [0.02, -0.04, -0.02], [0.01, 0.14, 0.05], [0.05, -0.03, -0.20], [0.08, -0.04, 0.01], [-0.36, -0.26, -0.28], [-0.07, 0.08, -0.02], [-0.02, -0.08, -0.01], [0.00, 0.01, -0.02], [-0.01, -0.03, -0.01], [0.00, 0.00, 0.01], [0.01, 0.02, -0.01], [-0.02, -0.01, -0.01], [0.03, 0.00, 0.00], [0.01, 0.08, 0.05], [0.03, 0.01, 0.02], [-0.01, -0.01, -0.03], [0.10, 0.06, -0.07], [0.05, -0.04, 0.12], [-0.03, 0.06, -0.04], [-0.09, -0.35, 0.04], [0.04, -0.03, 0.00], [-0.02, 0.01, 0.01], [0.03, 0.01, 0.01], [0.02, 0.01, 0.04], [0.00, -0.03, 0.02], [0.00, 0.01, -0.01], [0.00, 0.00, 0.01], [0.00, 0.01, 0.02], [0.02, -0.02, -0.01], [-0.01, 0.03, 0.02], [0.03, 0.02, -0.03], [0.04, 0.01, 0.01], [0.03, -0.03, -0.01], [0.02, -0.04, -0.01], [-0.04, 0.03, -0.04], [0.05, 0.02, 0.06], [0.02, 0.04, 0.01], [0.02, 0.01, 0.02], [-0.10, -0.30, -0.18], [0.04, -0.07, -0.05], [-0.08, 0.12, 0.33], [-0.03, -0.03, 0.03], [0.04, 0.03, -0.02], [0.02, 0.03, 0.00], [0.12, 0.07, -0.10], [-0.02, 0.13, -0.05], [0.20, -0.05, 0.47], [-0.12, 0.11, 0.11], [0.04, -0.07, -0.12], [0.01, 0.40, 0.24], [0.12, 0.15, -0.07], [0.09, 0.02, 0.00], [-0.04, 0.00, 0.08], [-0.06, 0.00, 0.07], [-0.02, 0.00, -0.04], [-0.01, -0.05, 0.03], [0.01, 0.01, 0.01], [-0.07, -0.05, 0.01], [-0.07, -0.07, 0.02], [0.00, 0.02, -0.04], [0.01, -0.02, 0.00], [-0.04, -0.01, 0.00], [0.00, 0.04, 0.01], [-0.01, -0.02, -0.03], [-0.06, 0.03, -0.20], [0.01, 0.04, 0.00], [0.05, 0.00, 0.00], [0.01, -0.03, -0.01]], "lumo_ev": [-2.504, -1.785], "homo_lumo_gap_ev": [7.03, 7.69], "spin_multiplicity": 2, "total_charge": 1, "e_above_lowest_ev": 0.593}


Entry 2:
{"formula": "C2HBrClF", "method": "ωB97M-V with the def2-TZVPD basis set", "symbols": ["C", "C", "F", "Cl", "Br", "H"], "positions_angstrom": [[0.0144, -0.7708, -0.0090], [-0.0538, 0.5460, -0.1098], [1.8347, 1.2023, -0.0022], [-0.7825, 1.9387, -0.0514], [-1.7299, -1.3680, -0.0775], [0.7170, -1.5482, 0.2498]], "forces_ev_per_angstrom": [[-0.88, 1.97, 0.12], [6.35, -1.47, 0.74], [-3.27, -1.40, -0.18], [-1.23, 1.22, -0.22], [-1.60, -1.10, -0.08], [0.63, 0.78, -0.38]], "lumo_ev": -0.883, "homo_lumo_gap_ev": 9.29, "e_above_lowest_ev": 1.376}